This record from OMol25 describes an isolated ion of composition C6H14N3 and charge +1. The level of theory is the ωB97M-V functional and the def2-TZVPD basis.

The LUMO energy comes out at -2.7 eV. The value obtained for the orbital gap is 10.89 eV. The value obtained for the molar mass is 128.20 g/mol. As for the energy above the lowest of the compared OMol25 structures with the same formula, charge and spin: 99.67 kJ/mol. The max |F| comes out at 4.380 eV/A. Its total charge is +1. Its HOMO energy is -13.59 eV.

Geometry as XYZ:
```
23
C6H14N3 the ωB97M-V functional and the def2-TZVPD basis
H 2.06 1.85 -1.52
H 3.18 0.35 1.22
H -1.58 -1.55 -1.41
N -0.94 0.70 0.00
C -0.52 -1.57 -1.07
C -0.35 -0.58 0.29
C -3.24 0.19 0.84
H -2.45 2.03 -0.02
N 1.08 -0.49 0.38
N 1.41 1.31 -0.96
H -4.13 0.76 1.08
H 3.95 1.14 -0.03
C -2.15 1.02 0.24
C 1.90 0.41 -0.15
H -0.09 -2.57 -0.76
H 0.40 1.26 -1.16
H 0.04 -1.12 -1.91
H -0.78 -0.94 1.23
C 3.27 0.41 0.19
H -3.33 -0.82 0.33
H 1.47 -1.10 1.16
H 3.77 -0.58 0.05
H -2.95 -0.14 1.98
```

Mulliken atomic charge list, values in e, 8 entries: H 0.222; H 0.400; H 0.352; N -0.475; C -0.909; C -0.301; C -1.089; H 0.449

***

This record from OMol25 describes C23H9Cl2F7MoN2Se as an isolated structure. The level of theory is the ωB97M-V functional and the def2-TZVPD basis.

The LUMO energy (alpha / beta) comes out at -0.8 / -0.9 eV. The value obtained for the orbital gap (alpha / beta) is 6.97 / 7.40 eV. The expectation value of S² is 2.055. The value obtained for the molar mass is 692.13 g/mol. As for the energy above the lowest of the compared OMol25 structures with the same formula, charge and spin: 12.56 kJ/mol. The spin multiplicity is 3. The max |F| comes out at 0.490 eV/A. Its HOMO energy (alpha / beta) is -7.76 / -8.31 eV.

Geometry as XYZ:
```
45
C23H9Cl2F7MoN2Se the ωB97M-V functional and the def2-TZVPD basis
Cl 0.64 -3.64 2.35
C -1.27 1.94 -1.57
C 2.80 -0.45 1.01
H -2.00 1.21 -1.88
F -6.46 2.28 -0.39
C 1.87 1.63 0.23
H -0.46 5.20 -1.73
N 0.54 -2.33 -0.31
F 4.92 -0.44 2.03
Cl 1.54 -3.23 -2.96
C -2.85 1.09 1.11
H 1.47 4.32 -0.47
Mo -0.05 -0.71 -0.27
C 3.01 2.27 0.69
C 3.92 0.24 1.45
C 1.76 0.24 0.40
Se -2.62 -1.29 -0.51
F -2.84 2.97 2.54
C -1.40 3.27 -1.91
C 0.68 3.66 -0.79
C 2.24 -5.37 -1.49
C 1.65 -4.12 -1.49
C 1.13 -3.56 -0.31
H 1.90 -6.10 1.81
H 2.62 -5.78 -2.41
H 2.77 -1.52 1.16
C 1.83 -5.55 0.88
C 4.05 1.60 1.30
C -4.66 2.65 1.09
F -1.66 0.73 1.63
C -4.66 0.75 -0.37
H 2.79 -7.06 -0.30
F -5.24 3.76 1.54
C -0.40 4.14 -1.49
C 0.76 2.30 -0.48
C 1.24 -4.30 0.87
F -5.29 0.05 -1.32
H -2.26 3.61 -2.48
H 4.93 2.13 1.65
F 3.17 3.61 0.55
C -5.28 1.89 0.10
C -3.43 0.32 0.11
C -3.44 2.24 1.59
N -0.24 1.46 -0.87
C 2.33 -6.08 -0.30
```

Mulliken atomic charge list, values in e, 8 entries: Cl -0.186; C -0.307; C 0.167; H 0.753; F -0.297; C 0.390; H 0.447; N -0.673

***

This record from OMol25 describes one molecule with the formula C4H11NO. The level of theory is the ωB97M-V functional and the def2-TZVPD basis.

The LUMO energy comes out at 1.0 eV. The value obtained for the orbital gap is 9.81 eV. The value obtained for the molar mass is 89.14 g/mol. As for the energy above the lowest of the compared OMol25 structures with the same formula, charge and spin: 138.23 kJ/mol. The max |F| comes out at 1.010 eV/A. Its HOMO energy is -8.81 eV.

Geometry as XYZ:
```
17
C4H11NO the ωB97M-V functional and the def2-TZVPD basis
H -2.43 -0.73 0.40
H 0.20 -1.96 0.55
H -0.60 -0.15 1.66
H -2.07 0.67 -0.56
H 0.49 -1.52 -1.76
C -1.64 -0.27 -0.19
O 1.11 1.71 1.46
H 0.90 2.61 1.70
H 2.03 -1.83 -1.00
H 1.65 -0.23 -1.28
C -0.34 -0.05 0.61
H 0.73 1.43 -0.55
C 0.21 1.35 0.41
H -0.61 2.05 0.31
C 1.19 -1.17 -1.00
N 0.68 -1.09 0.37
H -1.50 -0.82 -1.12
```

Mulliken atomic charge list, values in e, 8 entries: H 0.300; H 0.261; H 0.263; H 0.307; H 0.271; C -1.206; O -0.499; H 0.322

***

This record from OMol25 describes a 2-piece molecular cluster, C37H36N2O3S overall. The level of theory is the ωB97M-V functional and the def2-TZVPD basis.

The LUMO energy comes out at -3.0 eV. The value obtained for the orbital gap is 2.68 eV. The value obtained for the molar mass is 588.77 g/mol. The max |F| comes out at 2.196 eV/A. Its HOMO energy is -5.72 eV.

Geometry as XYZ:
```
79
C37H36N2O3S the ωB97M-V functional and the def2-TZVPD basis
C -0.13 -0.87 6.77
C 0.95 -1.41 -1.28
H -5.49 1.21 1.53
C 2.85 -2.89 -1.03
C -1.04 -1.73 6.14
H 2.84 -5.07 -3.08
C 5.12 -3.06 -3.39
H 4.21 -2.93 -3.98
H -2.06 -2.29 1.94
C -1.59 7.61 -2.45
H -2.54 6.46 -0.87
H -0.83 6.35 -5.54
H 6.46 -2.39 -4.93
C 1.76 -2.41 -1.78
C -0.66 -2.37 4.96
C -5.68 -0.72 2.46
N 3.71 -3.88 -1.55
H -0.42 -0.37 7.70
C 0.34 0.15 0.59
H -2.85 3.45 0.54
C -2.21 5.27 -2.62
H 0.55 0.94 -2.08
H 8.51 -2.75 -3.55
C -2.11 2.87 -0.01
S -1.84 -3.42 4.06
H 3.88 -2.81 0.85
C 4.99 -3.54 -2.08
C -2.15 6.47 -1.88
H 3.90 -5.92 -1.90
C -1.20 6.39 -4.51
H -4.69 4.66 -2.61
C 6.15 -3.77 -1.31
C -1.78 5.25 -3.96
C 7.41 -3.47 -1.83
H 0.39 0.25 1.68
C -0.37 1.15 -0.11
C -2.47 -2.37 2.93
C -3.83 -1.90 3.21
C -6.06 0.29 1.39
C 3.06 -2.39 0.27
H -0.65 8.46 -4.21
C -1.00 2.41 -2.12
H 6.03 -4.17 -0.30
N -2.76 4.11 -2.01
C -1.32 1.94 0.62
C -1.95 3.14 -1.39
H 1.59 -2.82 -2.78
H 1.84 0.01 6.71
H 2.38 -1.06 1.81
C 1.50 -1.31 5.03
H -4.61 3.28 -1.46
C -4.14 3.75 -2.33
C -1.10 7.57 -3.77
O -4.47 -2.16 4.22
H 2.26 -5.38 -1.41
H -1.88 4.32 -4.52
H 8.30 -3.64 -1.23
C 3.14 -5.14 -2.02
C 7.52 -2.98 -3.14
C 1.14 -0.66 6.22
O -1.07 -4.54 3.47
C 6.38 -2.77 -3.92
C -0.21 1.46 -1.50
H 2.48 -1.15 4.58
H -5.79 -0.27 3.45
H -1.53 8.53 -1.87
O -4.31 -1.11 2.21
C 0.60 -2.17 4.40
H -0.90 2.61 -3.19
H -2.04 -1.90 6.54
H 0.87 -2.69 3.48
C 2.23 -1.43 0.79
H -7.12 0.51 1.48
H -5.86 -0.10 0.39
H -1.41 1.78 1.69
H -6.33 -1.61 2.38
H 0.12 -1.05 -1.88
C 1.17 -0.86 0.02
H -4.17 3.04 -3.17
```

Mulliken atomic charge list, values in e, 8 entries: C -0.413; C -1.100; H 0.221; C 0.119; C -0.384; H 0.361; C -0.046; H 0.338

***

This record from OMol25 describes a 9-piece molecular cluster, C49H100N2O10 overall. The level of theory is the ωB97M-V functional and the def2-TZVPD basis.

The LUMO energy comes out at -0.4 eV. The value obtained for the orbital gap is 8.29 eV. The value obtained for the molar mass is 877.34 g/mol. The max |F| comes out at 1.153 eV/A. Its HOMO energy is -8.73 eV.

Geometry as XYZ:
```
161
C49H100N2O10 the ωB97M-V functional and the def2-TZVPD basis
H 0.67 -2.44 -5.30
H 3.42 -0.31 -0.03
O -6.62 -1.67 -3.49
H -3.49 2.47 -3.23
H 1.04 -1.76 -3.71
H 2.80 0.21 -3.06
H 5.66 -2.52 -7.90
C 1.80 -4.37 2.90
C 6.01 0.15 -8.32
H 3.18 4.42 9.63
O -3.03 1.45 -1.57
C 2.37 -5.20 -1.50
H 3.45 1.52 -4.05
H 3.66 -5.68 4.13
H -4.14 0.54 -4.63
H 2.04 1.79 -3.01
H -4.66 -6.83 -1.21
C 0.33 6.82 3.48
H 3.89 -7.98 -0.92
H -1.12 5.89 7.50
H -3.77 -0.58 -3.32
H -4.36 5.31 2.73
C 0.93 5.25 7.35
C 3.46 -5.88 -0.68
C -4.08 0.44 -3.54
H 0.79 8.05 -0.73
H -2.69 5.00 3.19
H -3.82 3.65 3.01
H -0.22 5.84 -0.29
H 1.78 2.77 2.12
H 1.85 -3.23 -4.24
H 2.20 -7.64 -0.74
H -0.49 2.47 1.20
C 2.53 1.07 -3.67
H 1.34 1.58 -5.38
H 1.67 7.99 0.80
H 1.12 -0.83 1.91
C -0.12 6.31 7.62
H 2.93 5.78 10.75
H -9.25 -1.66 -4.22
H 7.89 -2.04 -9.94
H 2.08 7.19 8.89
H 3.71 -5.32 0.22
C -1.27 -4.48 3.05
C -6.18 6.88 4.86
C -0.55 -5.16 -0.99
O -3.91 6.08 5.37
H 3.95 0.73 -8.54
H 4.33 -4.22 4.93
H 3.69 6.59 8.53
C 1.23 7.38 0.01
C -4.08 4.78 4.83
H 7.37 -2.77 -7.62
N -2.73 -6.10 -1.25
H 3.03 -2.82 3.67
C -3.13 1.47 -2.98
O 2.30 0.84 2.19
H -4.37 7.26 3.74
H 4.19 -1.02 -8.55
H -6.52 -4.37 -2.84
H 1.20 -4.19 3.77
H -1.20 -0.36 -2.55
H 2.19 6.55 2.39
C 1.60 0.69 -4.81
H -0.55 6.23 3.76
H 1.83 1.99 0.55
H -0.02 7.70 2.95
C -0.98 -4.70 1.68
O 2.26 5.73 7.43
C 0.18 6.42 0.54
C 0.04 1.63 1.66
H -5.09 4.42 5.01
C 2.40 -0.62 0.20
H -6.06 -4.06 -1.17
H -4.42 8.02 5.32
H 4.30 -0.14 -7.03
H 4.09 -8.49 1.30
H 1.73 -0.01 -0.41
H -6.49 5.98 4.32
C 3.31 -7.75 1.11
C -4.68 7.11 4.78
C 1.53 1.85 1.59
O 6.84 -0.84 -7.73
H -0.05 6.72 8.62
H -0.66 6.97 0.98
H 2.38 -8.12 1.52
H 1.61 5.12 3.21
C 3.18 -7.36 -0.37
H 2.83 -4.69 -2.33
C 2.59 -1.46 -5.22
H 0.80 4.39 8.02
H -0.38 -5.32 -2.04
H -4.98 -3.59 -2.48
H 0.66 0.29 -4.42
H -6.50 6.77 5.90
C 2.12 -0.48 1.68
H -8.92 -3.23 -3.50
H -7.09 -1.73 -5.44
H -9.14 -3.10 -5.24
C 6.65 -2.16 -8.18
H 0.81 4.87 6.33
H 2.99 -2.01 -6.07
C -7.24 -2.36 -4.56
H 6.23 0.25 -9.39
C 1.28 5.98 2.64
C 1.47 -2.27 -4.58
H 6.76 -3.40 -9.94
C -4.06 -6.19 0.73
C 2.57 5.30 9.83
H -0.31 1.53 2.69
C -1.34 -4.54 4.25
H 2.28 -1.66 -0.11
H -6.71 -3.30 -4.76
C 4.07 -4.69 3.99
H -3.31 -0.57 -1.16
H -1.39 -4.60 5.30
C 4.53 -0.08 -8.10
H 1.85 -5.44 2.71
C -3.85 -6.39 -0.63
C 0.21 -4.32 1.13
C -8.72 -2.60 -4.37
C 6.88 -2.35 -9.67
H 0.83 7.15 4.39
H 2.81 -1.11 2.24
C 2.66 6.28 8.67
H -5.01 -6.46 1.15
H 6.18 -1.78 -10.27
H 3.41 -1.32 -4.51
C -1.78 -5.54 -0.44
C -6.02 -3.66 -2.18
C -2.58 0.24 -0.99
H -2.14 1.37 -3.43
H -3.41 4.13 5.40
C -1.21 -0.17 -1.47
H 4.35 -5.87 -1.30
H -2.56 0.42 0.08
O 1.62 -4.19 -0.81
C -6.68 -2.29 -2.23
H -0.49 0.62 -1.27
H -0.89 -1.08 -0.97
H 1.55 4.97 10.01
O 1.21 -3.65 1.79
H 2.05 6.83 -0.47
H 1.73 -5.97 -1.92
H -6.71 7.73 4.42
C -2.00 -5.32 0.91
C 3.16 -3.76 3.16
C 0.43 -4.58 -0.26
H 0.00 7.14 6.92
H 5.01 -4.81 3.45
H -7.71 -2.35 -1.88
H -6.16 -1.62 -1.54
H -5.08 0.58 -3.13
H -0.23 0.72 1.12
N -3.16 -5.66 1.51
H 3.62 -3.55 2.21
C -3.72 4.68 3.35
O 2.17 -0.21 -5.74
H 3.56 -6.87 1.68
H 6.30 1.09 -7.86
O 0.69 5.47 1.46
```

Mulliken atomic charge list, values in e, 8 entries: H 0.347; H 0.354; O -0.364; H 0.383; H 0.007; H 0.060; H 0.101; C -0.649

***

This record from OMol25 describes CH3ClN3S as an isolated structure. The level of theory is the ωB97M-V functional and the def2-TZVPD basis.

The LUMO energy comes out at -6.0 eV. The value obtained for the orbital gap is 8.62 eV. The value obtained for the molar mass is 124.58 g/mol. As for the energy above the lowest of the compared OMol25 structures with the same formula, charge and spin: 199.34 kJ/mol. The max |F| comes out at 4.227 eV/A. Its total charge is +1. Its HOMO energy is -14.59 eV.

Geometry as XYZ:
```
9
CH3ClN3S the ωB97M-V functional and the def2-TZVPD basis
N 0.88 0.33 1.05
N 0.38 0.78 -0.60
N 2.03 0.31 1.26
Cl -0.46 0.24 2.09
S -1.43 0.15 -2.36
H -0.75 -1.03 -0.36
C -0.49 -0.06 -0.97
H -2.47 -0.79 -2.28
H 2.32 0.06 2.16
```

Mulliken atomic charge list, values in e, 8 entries: N 0.400; N -0.223; N -0.313; Cl 0.154; S -0.112; H 0.331; C 0.223; H 0.228

***

This record from OMol25 describes a 6-piece molecular cluster, C49H45F5N2 overall. The level of theory is the ωB97M-V functional and the def2-TZVPD basis.

The LUMO energy comes out at -8.0 eV. The value obtained for the orbital gap is 3.46 eV. The value obtained for the molar mass is 756.90 g/mol. The max |F| comes out at 3.416 eV/A. Its total charge is +2. Its HOMO energy is -11.46 eV.

Geometry as XYZ:
```
101
C49H45F5N2 the ωB97M-V functional and the def2-TZVPD basis
C -1.18 -2.66 2.94
C 3.63 0.78 3.28
C -7.19 -6.22 4.42
H -0.65 1.17 -5.69
C 7.30 0.74 -3.79
H 6.22 -0.34 1.43
N -3.22 -0.28 -3.84
H 6.34 -0.38 -2.06
H 0.68 1.40 -0.90
C -5.09 -5.03 5.82
C 5.62 0.33 2.03
H 6.54 2.41 -1.68
C -1.84 -4.53 4.29
H 8.03 -2.23 -1.95
C 4.06 2.06 3.55
F -2.04 -4.25 6.62
H 10.24 -0.49 -5.43
H -0.80 -0.82 3.99
C 0.79 1.47 -3.20
H -6.44 -3.39 6.13
H 3.43 2.73 4.13
H 4.83 4.22 -3.09
C 6.06 1.62 2.29
H 4.03 -1.10 2.34
C -5.97 -6.87 4.56
H -7.99 -6.70 3.87
H -1.08 0.29 -1.21
H -3.35 -0.64 -1.70
H -1.62 -4.61 2.16
F 2.44 0.36 3.76
N 3.29 2.71 -2.65
H -10.07 2.36 -3.01
H 3.67 2.86 -4.74
F -5.81 -8.09 4.02
C -2.23 2.00 1.94
C 5.71 2.22 -2.41
C 1.68 1.87 -4.31
C -4.93 -6.29 5.26
C -1.39 -2.40 5.32
C -6.39 1.41 -3.66
C 0.04 1.91 2.76
C 4.61 3.39 -2.37
C 9.39 -0.41 -4.70
C -9.04 2.09 -3.19
H 0.71 3.64 3.84
H 9.99 -2.31 -3.59
H 5.44 1.55 -4.58
C -7.28 1.48 -4.72
H 8.57 1.47 -5.52
H 5.63 3.49 3.26
H 2.89 2.50 -0.50
C 2.55 2.34 -1.56
F -0.86 0.11 1.52
C -1.02 1.34 2.07
C 7.17 -0.33 -2.79
C 9.27 -1.46 -3.68
C -2.39 3.25 2.51
H -3.33 3.77 2.42
H 7.02 1.95 1.90
H -5.35 1.15 -3.82
C -0.12 3.17 3.31
H -8.31 -4.45 4.90
C -6.31 -4.37 5.69
C 6.23 1.90 -3.86
C 8.15 -1.43 -2.72
C 2.95 2.51 -3.96
H -4.16 -0.67 -3.98
C -2.73 -0.27 -2.55
H -4.28 -4.56 6.35
H 5.15 1.30 -2.07
C -1.09 -1.86 4.08
C -1.17 0.77 -4.79
C -8.61 1.82 -4.48
H -8.47 2.21 -1.11
C -2.51 0.18 -4.93
C -6.83 1.67 -2.37
H -2.99 0.15 -5.94
C 5.28 2.49 3.05
H -1.33 -1.79 6.22
H 6.69 2.83 -4.32
C -1.76 -3.73 5.42
H -3.04 1.52 1.40
C 4.39 -0.10 2.53
H -6.95 1.26 -5.73
H 1.41 1.70 -5.38
F -5.96 1.59 -1.35
C 1.26 1.70 -1.80
H 4.61 3.77 -1.31
H -2.12 -5.57 4.39
H -1.45 4.83 3.64
C -1.33 3.84 3.20
H -0.95 -2.23 1.97
C -1.40 0.29 -2.28
C -7.36 -4.97 4.99
H -3.99 -6.82 5.36
C -8.15 2.01 -2.13
C 8.42 0.68 -4.74
H 0.97 1.37 2.85
H -9.31 1.88 -5.31
C -1.55 -3.99 3.05
C -0.62 0.82 -3.42
```

Mulliken atomic charge list, values in e, 8 entries: C -0.169; C 0.490; C -0.445; H 0.325; C 0.568; H 0.467; N -0.012; H 0.128

***

This record from OMol25 describes one molecule with the formula C10H15N5O4. The level of theory is the ωB97M-V functional and the def2-TZVPD basis.

The LUMO energy comes out at 0.3 eV. The value obtained for the orbital gap is 9.52 eV. The value obtained for the molar mass is 269.26 g/mol. As for the energy above the lowest of the compared OMol25 structures with the same formula, charge and spin: 370.52 kJ/mol. The max |F| comes out at 5.698 eV/A. Its HOMO energy is -9.22 eV.

Geometry as XYZ:
```
34
C10H15N5O4 the ωB97M-V functional and the def2-TZVPD basis
C 2.91 0.83 -0.57
C -3.74 -0.11 -0.78
N -1.99 0.90 0.27
H -1.30 -2.66 2.17
N -0.89 -1.71 1.83
H 0.64 0.05 1.85
C -1.95 -1.71 -0.44
H 3.54 1.71 -0.76
C -2.53 -0.32 -0.27
H -2.68 -2.60 -0.25
H 2.40 0.50 -1.47
H -4.55 -0.73 -1.07
C -2.94 1.82 0.13
O -0.08 2.50 0.10
H 4.24 -2.26 -1.04
C 1.99 1.16 0.55
C -0.57 -1.92 0.44
H -0.20 -2.97 0.20
H 2.66 -1.29 -1.43
H -2.60 2.87 0.62
C 1.22 2.49 0.32
N 0.97 0.03 0.92
H -0.65 1.70 0.11
H -1.71 -1.86 -1.48
C 0.45 -0.86 0.05
N -4.00 1.26 -0.56
H -1.49 -0.89 1.97
O 0.70 -0.79 -1.18
N 3.69 -1.31 -1.14
C 3.98 -0.29 -0.29
H 2.63 1.49 1.46
O 1.84 3.47 -0.14
O 4.95 -0.14 0.54
H -4.94 1.65 -0.69
```

Mulliken atomic charge list, values in e, 8 entries: C -0.959; C -0.514; N -0.366; H 0.290; N -0.759; H 0.248; C -1.058; H 0.536

***

This record from OMol25 describes one molecule with the formula C5H8S2. The level of theory is the ωB97M-V functional and the def2-TZVPD basis.

The LUMO energy comes out at -0.5 eV. The value obtained for the orbital gap is 8.22 eV. The value obtained for the molar mass is 132.25 g/mol. As for the energy above the lowest of the compared OMol25 structures with the same formula, charge and spin: 352.09 kJ/mol. The max |F| comes out at 5.445 eV/A. Its HOMO energy is -8.71 eV.

Geometry as XYZ:
```
15
C5H8S2 the ωB97M-V functional and the def2-TZVPD basis
C -2.89 -0.81 0.11
H -1.43 -0.56 -1.64
S 2.30 -1.01 0.02
H -2.92 -1.39 1.22
C -2.48 0.65 0.10
C 0.98 -0.15 -0.19
S 0.95 1.70 0.05
C -1.61 -0.37 -0.50
H -0.46 -0.76 1.27
H -0.43 -1.98 0.04
H -3.03 1.62 -0.13
C -0.27 -0.91 0.12
H -2.07 0.70 1.26
H -0.37 1.81 -0.47
H -3.76 -0.98 -0.52
```

Mulliken atomic charge list, values in e, 8 entries: C -0.652; H 0.255; S -0.236; H 0.170; C -0.295; C 0.079; S -0.158; C -0.234

***

What is the max |F| in the sixth record?
4.227 eV/A